(1)
This record from OMol25 describes a cluster of 2 separate species, C5H14NO in total at a distorted geometry. The level of theory is ωB97M-V with the def2-TZVPD basis set.

XYZ file:
```
21
Properties=species:S:1:pos:R:3:nbo_charge:R:1
C 2.26 -0.58 -0.51 -0.65
C 1.80 0.80 -0.08 -0.40
C 0.64 1.38 -0.91 -0.40
C -0.51 0.37 -1.24 -0.28
C -2.21 -0.86 -0.17 0.19
N -1.40 0.15 -0.15 -0.40
H 1.54 -1.38 -0.36 0.20
H 2.98 -0.98 0.23 0.24
H 2.81 -0.66 -1.45 0.23
H 2.58 1.56 -0.06 0.24
H 1.43 0.66 0.94 0.19
H 0.91 1.84 -1.86 0.24
H 0.20 2.23 -0.38 0.21
H 0.04 -0.53 -1.50 0.25
H -0.98 0.72 -2.16 0.25
H -3.26 -0.74 0.08 0.23
H -1.88 -1.79 -0.63 0.22
H -1.51 0.83 0.59 0.45
H -0.81 -1.58 3.13 0.49
H -0.07 -0.37 2.75 0.48
O -0.75 -0.95 2.41 -0.97
```

Calculated values
- energy above the lowest of the compared OMol25 structures with the same formula, charge and spin (kcal per mole) = 57.27
- net charge = +1
- gap between HOMO and LUMO (Ha) = 0.3504

---

(2)
This record from OMol25 describes a cluster of 2 separate species, C5H14NO in total at a distorted geometry. The level of theory is ωB97M-V with the def2-TZVPD basis set.

XYZ file:
```
21
Properties=species:S:1:pos:R:3:nbo_charge:R:1
C -0.96 1.96 0.38 -0.21
C 0.52 1.65 0.67 -0.46
C 0.91 0.21 0.55 -0.29
C 1.78 -0.22 -0.36 -0.09
C 2.19 -1.62 -0.56 -0.66
N -1.73 0.68 0.02 -0.70
H -1.46 2.33 1.27 0.22
H -1.14 2.65 -0.44 0.23
H 1.10 2.26 -0.03 0.23
H 0.77 2.02 1.66 0.24
H 0.60 -0.42 1.38 0.20
H 2.18 0.57 -1.00 0.21
H 2.15 -2.21 0.35 0.23
H 1.53 -2.09 -1.30 0.24
H 3.19 -1.70 -0.99 0.24
H -2.34 0.41 0.78 0.44
H -2.23 0.82 -0.86 0.44
H -1.12 -0.08 -0.32 0.48
H -2.48 -2.70 -0.93 0.50
H -1.62 -2.46 0.30 0.48
O -1.85 -2.06 -0.55 -0.98
```

Calculated values
- energy above the lowest of the compared OMol25 structures with the same formula, charge and spin (kcal per mole) = 29.59
- net charge = +1
- gap between HOMO and LUMO (Ha) = 0.3673

---

Summary of HOMO level in eV
-15.037; -13.292
(order as listed above)
Summary of lowest unoccupied orbital energy in eV
-5.5; -3.3
(order as listed above)